Record 1
C38H53Cl3GeN5O2SSr as an isolated structure, computed with the ωB97M-V functional and the def2-TZVPD basis.

Computed properties:
**Energy**: -157572.07545 eV
**Lowest unoccupied orbital energy (alpha / beta)**: -1.7978 / -2.1523 eV
**Relative energy (zero: lowest compared OMol25 entry of this formula, charge and spin)**: 0.9182 eV

ORCA input file:
```
! wB97M-V def2-TZVPD RIJCOSX def2/J DEFGRID3
* xyz 0 2
C -0.99722 2.03308 0.95096
H 1.61870 1.00240 6.66915
C 2.17312 2.04094 4.83193
C -2.63829 5.13255 1.16599
O 0.18326 0.62631 -2.21090
H 2.29490 -4.61010 -7.80409
C 2.46091 -2.07383 -4.39010
C -0.14536 1.27714 0.05211
Cl 3.78671 -5.41392 1.25731
H -0.04577 -2.44281 5.29715
H 2.13642 -0.69122 5.26293
H 0.67069 -4.83221 3.79496
H -1.71262 3.57200 3.18981
C -1.70291 2.63229 -3.40791
H -1.69055 0.58309 -4.17831
C 0.78667 -3.92765 3.19340
H 3.58902 -3.47859 3.20319
C 1.84799 0.89482 3.87822
C -0.41794 1.37348 -1.45912
H -2.35863 -1.79079 -5.30189
C 1.65970 -1.51078 3.36458
H 2.50966 -4.58007 -5.30121
H 3.23120 3.19180 3.31069
C -1.94748 2.84915 0.47325
H -0.20869 -3.52425 2.99391
H 2.96189 -2.97295 -7.87191
C -3.51853 -2.17820 -0.45778
H -2.77101 5.44227 0.12810
C -4.03283 -2.47111 -1.70993
N 1.21462 -2.50952 -4.54945
N -1.34322 -1.90795 -1.41227
H 3.34048 0.88808 6.27102
H -3.56952 -2.72668 -3.78387
C -3.21710 2.79773 -3.61731
C 1.43984 1.17099 2.58194
C 2.39404 -3.67118 -7.25539
H 4.06604 -4.38805 -6.10592
Cl 5.05773 -3.57542 -1.31804
C -2.09725 3.01629 -0.96958
C -1.82975 -2.19149 -2.63522
H 0.07918 2.48786 5.23295
H 0.77813 3.47553 3.94207
C 2.46817 1.54395 6.24767
N 0.36031 -2.22218 -3.54095
H 1.40164 -3.25860 -7.08547
H -0.86932 1.86607 2.01003
O 1.52287 -2.12958 1.03058
N 0.76010 0.42489 0.36994
C 1.19524 0.15015 1.67453
H -2.84768 3.73148 -1.27921
H -4.60750 3.66320 -0.02575
H -3.62049 3.67482 -3.10898
H 1.21932 -4.21346 2.24707
H -3.43579 3.84124 3.43888
H 0.89985 -3.85478 5.78320
H 1.33214 2.19572 2.24776
H 1.19147 3.80947 5.62051
H -1.62195 5.38854 1.46962
Cl 1.68090 -4.33184 -1.19045
H 2.67835 2.39482 6.89796
H -4.13776 -2.16858 0.42785
C 3.10143 -3.90999 -5.92800
H 0.08377 3.85407 -3.66280
C -1.42363 2.34745 -1.92367
H -4.53258 2.22868 1.00270
C -4.35254 3.30513 0.97225
Ge 3.37452 -3.63701 0.07626
C -3.18649 -2.48089 -2.80535
H -3.42403 2.92065 -4.68138
H 3.64376 3.63444 4.97108
H -2.85318 2.22759 3.03027
H -0.15721 1.41500 -4.39572
H -0.70670 -2.07100 -5.89181
C 1.89880 -0.44617 4.23779
C -1.23388 1.55139 -4.39210
H -3.75753 1.91685 -3.26518
C 3.06528 -3.42487 4.15830
H 3.62964 -2.75990 4.81581
H -1.71126 -3.43325 -5.41290
C 0.96634 -2.84664 5.37083
C -2.90280 3.63200 1.36202
C 1.48761 -1.21735 1.99039
H 4.32046 -2.40662 -5.03494
Sr 1.21829 -1.44726 -1.29981
C -2.70796 3.29272 2.83955
S 3.08126 -0.77468 -3.41740
C 1.63020 -2.91634 3.98229
N 3.36831 -2.68621 -5.19057
H -5.03680 3.78278 1.67548
H -1.21428 4.21566 -4.80448
C -0.90078 -2.25717 -3.79302
H 1.52314 -2.24375 6.08867
C -1.45985 -2.39485 -5.17715
H -1.54523 1.85747 -5.39365
H -1.70486 -1.68605 0.59284
H 4.27189 2.13580 4.26658
C -2.16338 -1.90804 -0.36686
H -5.08296 -2.70202 -1.83465
C 0.98250 3.00852 4.90761
C -0.99855 3.94959 -3.76764
C 3.40411 2.79585 4.31293
H -1.33506 4.76669 -3.12616
H 3.06843 -4.42570 4.59671
H -3.33427 5.71305 1.77469
*
```

Record 2
C38H53F24I2N3NbO10S as an isolated structure, computed with the ωB97M-V functional and the def2-TZVPD basis.

Computed properties:
**Energy**: -159005.36565 eV
**Lowest unoccupied orbital energy**: 1.3272 eV

ORCA input file:
```
! wB97M-V def2-TZVPD RIJCOSX def2/J DEFGRID3
* xyz -1 1
O 2.15968 1.56489 -4.59106
F 5.18760 4.23991 7.49238
C -7.07322 -6.20690 2.04608
H 2.20241 6.75642 3.47546
C -6.27438 -1.58679 1.06186
H 7.92102 3.49427 4.61210
H -3.48075 -3.49927 1.09659
C -7.82797 4.40391 0.44057
C -6.30825 -8.81237 -0.69747
C 3.36501 -1.68452 -9.05759
H 2.85162 -1.29100 -9.93980
O 3.10156 1.00440 -2.47102
O 2.57049 -1.21384 -7.96205
H 1.72121 -0.52313 -3.25722
O -6.59895 -8.68387 1.73431
C -0.87397 1.05426 -2.19860
C 6.12817 2.91866 5.76140
H 3.30340 -2.77079 -9.16503
O -7.62249 3.08152 0.92743
C -8.21912 2.24699 -0.06824
H 1.21622 -0.80830 2.93863
F 7.30611 3.82773 7.64042
H 1.64703 4.89312 -0.54542
H 3.76517 -1.60570 2.60249
C 1.05655 6.69787 3.51750
H 0.79723 5.58064 3.47702
F -5.83364 -6.09664 1.51324
H 5.91008 -3.05049 -9.14026
S -8.20608 0.42287 0.23407
C 0.45662 3.24851 0.60267
H 1.90020 2.81611 -1.03819
F 3.40108 -1.73531 -4.46859
F -6.10291 -7.48478 -0.82321
F -7.80193 -4.30887 0.82853
H -0.93634 -2.47711 0.91396
H -7.31785 -2.05714 0.94277
C 2.19953 -0.12434 -2.30411
H 4.10973 3.47424 -2.65779
F 5.74501 -2.35753 -7.28793
H 3.10549 -0.72649 0.30153
H -9.11235 -5.58673 1.59690
H 1.77974 0.84414 2.36848
C 9.19827 1.78053 6.19648
C 3.26304 -1.02511 -5.61526
O -3.83115 1.65077 -0.93062
H 1.77888 -1.94528 0.81598
H -0.87517 5.23461 2.22281
F -6.91353 -9.22474 -1.83781
C 2.68568 -1.90186 -6.73152
N -3.16730 1.44271 -1.92507
F 5.73899 1.78319 6.39000
H -5.80483 0.23845 -0.22449
H 0.54717 3.06254 1.72441
H -2.30116 5.86416 1.26389
I -1.19332 0.52567 1.51019
C 4.81710 -1.16735 -9.14794
F 9.96840 1.35095 8.40763
C -1.16898 6.01372 1.42714
H 3.44252 -0.44209 4.08725
F -7.28036 -10.48280 0.65012
H -3.65354 -1.71582 1.52431
I 4.94255 0.85746 2.14914
F 3.37696 -3.04585 -6.91730
F 7.12426 -1.53187 -8.73373
H -5.19684 -1.75423 -0.88840
O 1.20003 8.31094 1.67939
Nb 0.59595 0.19164 -0.66373
H -0.60758 3.24857 0.20113
F 7.81894 1.34353 8.09659
F 9.32004 3.11161 6.36135
F -8.43166 -8.67533 0.42001
C -0.32102 5.70260 0.10360
N -8.50140 4.32125 -0.83059
H -7.50708 5.35208 0.99167
O -0.93907 7.37871 1.91425
C 1.47051 2.24658 -0.14846
C -0.16709 -1.87564 -1.20624
H 2.33888 2.04471 0.59195
H -6.91849 -7.76276 3.48150
F 5.08322 -0.96716 -10.47500
C 7.33916 2.60181 4.85716
F 5.09709 3.26073 4.93533
C -8.12656 -5.59329 1.12270
F -7.05359 -5.46779 3.19508
H -5.95741 -1.72086 2.16021
C 8.99705 1.02958 7.51747
F 10.35366 1.37019 5.62181
H -8.37276 -7.91366 2.55668
H -3.07621 -2.54931 -1.52004
C 6.31665 4.06322 6.75800
C -2.73166 -2.10317 -0.51126
H 6.52749 5.00420 6.24177
H 0.76130 -2.56443 -1.30854
H 3.38513 3.90819 -4.37771
C -1.20210 -2.55485 -0.19030
C 2.75244 1.85958 -3.52258
H 0.02934 6.65645 -0.44675
C 2.00218 -0.27074 2.29258
H -5.68712 -3.38580 -0.21132
H -0.65494 -1.88826 -2.25504
F 4.49222 -0.55640 -5.93269
C 5.89738 -2.10026 -8.59835
H -5.33243 -9.29856 -0.62577
C 3.46834 -0.56138 2.95336
C 0.42658 7.51864 2.28271
N -8.74795 3.00754 -1.15876
F -8.22279 -6.23674 -0.05523
H 1.57459 5.16697 1.28822
H 2.34757 3.94006 -2.85963
H -1.41576 0.15696 -2.69279
F 4.88604 0.05360 -8.56826
O 8.18058 1.50930 5.25660
C -3.75285 -2.47305 0.67414
C -7.31025 -7.67398 2.46412
O -1.92783 1.90399 -1.63717
H -6.14115 0.64969 1.57888
C -7.17203 -9.13908 0.52604
C 3.22327 3.40190 -3.37360
H 2.61348 -0.16294 -5.41929
H 9.01562 -0.05095 7.35711
H -0.28331 1.55192 -3.05605
H -1.04294 5.18579 -0.63633
C 0.99621 4.78152 0.38307
H 2.84364 -0.99346 -1.89281
H -2.73922 -0.95950 -0.68383
H 6.92224 2.27332 3.89996
H 0.62404 7.13449 4.47990
C 2.06621 -0.83024 0.79013
C -6.43091 -0.02300 0.69241
C -5.24391 -2.36625 0.08991
H -1.19279 -3.69108 -0.42955
F 1.42943 -2.27828 -6.39920
*
```

Record 3
C38H54BF3N7O6S5Sn as an isolated structure, computed with the ωB97M-V functional and the def2-TZVPD basis.

Computed properties:
**Energy**: -131840.31882 eV
**Lowest unoccupied orbital energy**: 1.9750 eV
**Relative energy (zero: lowest compared OMol25 entry of this formula, charge and spin)**: 1.0966 eV

ORCA input file:
```
! wB97M-V def2-TZVPD RIJCOSX def2/J DEFGRID3
* xyz -1 1
S 1.33245 -0.23844 -1.75815
H -4.34884 -2.19981 -5.91945
H -8.19588 -1.39356 -0.45343
H 4.03525 -3.23878 -0.30972
N -1.22850 0.10990 -2.57172
H -1.57587 2.76785 -3.84949
C -3.77175 3.21177 -1.19893
H 1.96385 0.61930 -5.69823
N -2.18124 -0.04371 -3.50449
C -4.38388 3.61618 -3.61085
C -0.52516 0.05654 -5.17983
H -3.35111 3.69986 -3.93967
C -2.55120 -0.54283 -7.15954
C -0.02376 -0.09445 3.36780
H -4.02831 3.81699 2.78271
H -0.22751 0.10219 5.48606
H -3.10121 5.69516 -2.18530
H -1.04346 4.34346 -4.52178
H 4.66659 -1.34939 1.25934
H -2.18286 0.43036 -7.49117
C 0.27219 -0.42312 4.68159
F 2.34254 1.67948 3.19407
C 1.53866 -1.71978 2.56452
C 1.21023 -1.40562 4.94814
H -7.23401 -2.84275 -0.15743
H -0.75544 0.67907 3.18570
C 1.87768 0.45200 -4.62468
H -6.29471 -1.94742 -3.67773
N 2.75594 -1.70240 0.40636
C 1.73977 2.81094 2.81209
N -2.72168 -1.21156 -1.07557
H -2.02320 -5.21765 -0.91844
C -1.86192 -0.13841 -4.75845
C -4.90147 -1.83974 -1.30291
C 2.25289 -2.51272 1.49703
C -4.17343 5.55945 -2.05358
H -6.36002 2.87711 -1.86960
C 3.79972 -0.79534 0.85703
C -0.72825 3.43547 -4.00962
H -6.02803 0.64759 -0.97613
C -6.88003 -2.17805 -2.78518
B -1.80100 0.08805 -1.11903
S -0.69293 -2.74715 -0.25722
N -2.68878 1.27651 -0.68813
F 2.65400 3.78575 2.85914
H -3.40120 -0.80604 -7.79213
H -5.32952 -3.93860 -0.94586
H 3.08190 -3.06742 1.97391
O -0.33841 2.11691 1.35728
H -2.71343 -2.65242 -5.40887
C -3.02649 1.33758 0.62255
H -4.44176 0.54676 -4.49715
O 0.01778 2.63051 -1.67061
H 4.13098 -0.17714 0.02276
H -5.83692 0.37026 -2.69559
S 1.00229 2.68617 1.10449
H -4.69275 2.57722 -3.71672
H -4.08548 2.06357 3.10112
Sn -0.08684 -0.09838 0.34992
C 0.45469 0.19292 -4.25489
H -2.52283 -4.89504 0.72346
H 3.41525 -0.12957 1.62693
H 3.63911 -1.95290 -1.47160
H 2.51540 -0.38618 -4.33936
H -4.44439 5.96979 -1.07743
C -3.50310 2.59866 1.10983
C 3.23798 -2.55936 -0.66038
H -6.65548 4.50295 -2.50739
C -2.86410 -4.87822 -0.31331
C -7.17682 -1.76537 -0.32662
O 1.77728 1.61306 0.48595
H -6.25836 4.28263 -0.80045
C -2.30174 -2.43628 -0.71527
C -6.04752 3.92270 -1.80883
H -4.23305 4.48568 0.49180
S -0.04713 3.88596 -2.41271
O 1.24668 4.46877 -2.73136
H 1.46639 -1.66624 5.96780
H -3.84449 1.49323 -5.85760
H 0.04903 2.94722 -4.59417
C 0.09048 0.07172 -2.87126
H -2.53237 2.87571 2.96849
H 2.24172 1.33121 -4.08775
C -4.14634 0.49200 -5.54307
N -3.99264 -0.91727 -1.36084
H -3.81694 -1.90046 -4.25016
H -5.00646 0.18361 -6.14308
C -3.00478 -0.50972 -5.70086
H -5.00627 4.23257 -4.26491
C -4.56099 -3.17564 -0.98194
H -6.75056 -1.30287 0.56554
H -6.85985 -3.25980 -2.63486
C -6.42148 0.08172 -1.82146
H -4.71977 6.12965 -2.81011
C -3.50170 -1.90411 -5.29491
O 1.08247 4.01620 0.62605
H -3.70053 -5.56731 -0.43048
H 2.58338 -2.80180 4.08047
H -7.91598 -1.88662 -2.97291
N -3.13106 2.16019 -1.61733
C -3.86174 3.51600 0.18677
F 0.79286 3.09839 3.71978
H -7.46498 0.36196 -1.98407
C -3.55337 2.85725 2.57902
H -1.76872 -1.28600 -7.32871
C 1.83528 -2.04052 3.88745
S -2.87058 -0.02285 1.63309
H 2.41503 -3.15661 -1.05686
C -4.55977 4.08101 -2.17350
C -6.33910 -1.42165 -1.56660
H 1.57442 -3.26354 1.08127
O -1.01747 4.82951 -1.86387
C -3.27372 -3.49377 -0.69529
C 0.59176 -0.72814 2.28942
H -0.28069 0.11477 -6.23168
*
```